[1]
The following is a DFT calculation (ωB97M-V/def2-TZVPD) of C6H14N2O in the gas phase in a non-equilibrium geometry.

Output
HOMO: -0.250 hartree
total energy: -421.6166 Eh
Kohn-Sham gap: 7.600 eV
total charge: 0
energy relative to the best compared isomer or geometry (same formula, charge and spin): 115.2 kcal/mol

```
23
Properties=species:S:1:pos:R:3:forces:R:3:lowdin_charge:R:1
C -0.363 0.779 1.172 -0.295 0.108 0.287 -0.2167
C -0.443 0.976 -1.268 -0.149 -0.225 0.265 -0.0207
C 1.606 -1.121 -1.545 -0.110 0.115 -0.058 -0.1323
C -0.179 2.270 1.262 0.095 -0.003 -0.016 -0.1359
C -0.918 -1.991 1.187 0.184 0.184 0.103 -0.0159
N -0.110 0.142 -0.086 0.571 -1.582 -0.302 -0.2403
N 1.344 -0.518 -0.243 -1.059 0.559 0.231 -0.0007
C -1.235 -0.901 0.201 0.457 0.727 -0.552 -0.4443
O -2.195 -0.916 -0.531 0.199 0.174 0.120 0.0602
H 1.955 0.278 -0.070 -0.064 -0.006 0.003 0.1021
H 0.087 0.220 1.981 0.092 -0.051 -0.080 0.0788
H -0.514 0.335 -2.140 0.148 0.036 -0.061 0.0897
H -1.412 1.442 -1.126 -0.011 -0.074 0.155 0.1026
H 0.318 1.747 -1.363 0.064 -0.104 -0.084 0.1018
H 1.684 -0.420 -2.386 -0.042 -0.030 0.080 0.0695
H 2.549 -1.671 -1.476 -0.109 0.048 0.046 0.0809
H 0.819 -1.844 -1.766 0.028 0.006 0.006 0.0836
H -0.901 2.835 0.667 0.009 -0.001 0.017 0.0595
H -0.329 2.565 2.301 -0.014 -0.010 -0.044 0.0685
H 0.827 2.624 0.980 -0.034 0.035 0.002 0.0633
H 0.044 -1.864 1.671 0.010 0.000 -0.007 0.0654
H -0.924 -2.936 0.642 0.010 0.051 -0.045 0.0889
H -1.710 -2.031 1.934 0.018 0.045 -0.067 0.0920
```
Positions in Å, forces in eV/Å.

[2]
The following is a DFT calculation (ωB97M-V/def2-TZVPD) of 2 unconnected molecules or ions with the total composition C6H14N2O2 in a non-equilibrium geometry.

Output
HOMO: -0.349 hartree
total energy: -497.0288 Eh
SMILES: CNC(C)=O.CNC(C)=O
Kohn-Sham gap: 10.230 eV
total charge: 0
energy relative to the best compared isomer or geometry (same formula, charge and spin): 18.0 kcal/mol

```
24
Properties=species:S:1:pos:R:3:forces:R:3:lowdin_charge:R:1
C -0.422 0.445 -1.854 -0.590 -0.397 0.354 -0.0078
C 1.054 3.008 0.491 -0.515 -0.211 -0.677 -0.0605
C 0.557 1.106 -0.913 -0.622 -0.169 -0.720 -0.5860
O 1.637 0.606 -0.661 0.222 0.202 0.121 0.0388
N 0.154 2.317 -0.443 0.743 0.284 0.911 -0.0002
H -1.240 -0.043 -1.315 0.112 0.107 0.348 0.0756
H -0.821 2.532 -0.407 -0.346 -0.012 -0.220 0.1287
H 1.125 2.488 1.444 0.269 -0.067 0.005 0.0742
H -0.929 1.159 -2.502 0.372 -0.030 -0.314 0.0818
H 0.081 -0.373 -2.362 0.069 0.289 -0.373 0.0817
H 1.989 3.025 -0.049 0.568 0.095 0.457 0.0837
H 0.728 4.027 0.672 -0.190 0.057 -0.129 0.0817
C -0.737 -2.977 -0.690 0.626 0.603 0.085 -0.0578
C 0.118 -0.299 1.868 -0.880 -0.962 1.254 -0.0002
C -0.627 -1.501 1.274 1.031 0.845 0.173 -0.5502
O -1.631 -1.941 1.795 -0.477 0.012 -0.440 0.0476
N -0.029 -2.026 0.173 -0.860 -1.007 -0.175 0.0024
H 0.947 -1.886 -0.011 -0.014 0.587 -0.012 0.1245
H -1.069 -2.406 -1.559 -0.116 -0.358 -0.274 0.0640
H -0.162 0.686 1.515 -0.002 -0.153 -0.646 0.0518
H -0.050 -3.765 -0.990 -0.114 -0.081 -0.119 0.0827
H -1.601 -3.400 -0.199 -0.029 -0.014 0.286 0.0785
H -0.256 -0.309 2.896 0.496 0.058 0.128 0.0847
H 1.185 -0.472 1.830 0.245 0.323 -0.023 0.0805
```
Positions in Å, forces in eV/Å.

[3]
The following is a DFT calculation (ωB97M-V/def2-TZVPD) of 2 unconnected molecules or ions with the total composition C6H14N2O2 in a non-equilibrium geometry.

Output
HOMO: -0.336 hartree
total energy: -497.0015 Eh
SMILES: CNC(C)=O.CNC(C)=O
Kohn-Sham gap: 9.718 eV
total charge: 0
energy relative to the best compared isomer or geometry (same formula, charge and spin): 35.1 kcal/mol

```
24
Properties=species:S:1:pos:R:3:forces:R:3:lowdin_charge:R:1
C -2.228 -2.094 -0.836 0.989 -0.034 0.082 0.0048
C 1.325 -1.605 -2.094 -0.128 -2.106 1.153 -0.0834
C -0.758 -1.666 -0.765 -1.124 -0.642 -3.482 -0.5134
O -0.187 -1.271 0.212 0.404 0.075 0.790 0.0454
N -0.119 -1.848 -2.001 1.502 0.867 1.521 -0.0121
H -2.371 -2.624 0.118 -0.876 0.526 -0.432 0.0955
H -0.492 -2.002 -2.920 -1.078 -0.195 0.475 0.1241
H 1.787 -1.770 -1.107 -0.448 0.965 -0.054 0.0827
H -2.893 -1.294 -1.169 -0.029 0.378 1.165 0.0861
H -2.361 -2.748 -1.682 0.223 -0.862 -0.054 0.0597
H 1.727 -2.539 -2.533 0.146 1.043 -0.968 0.0887
H 1.551 -0.639 -2.525 0.457 -0.101 -0.245 0.0800
C -1.119 0.982 2.307 1.892 0.730 -2.858 -0.0155
C 1.939 2.640 0.690 0.652 -0.457 -0.078 -0.0077
C 0.582 2.564 1.437 1.509 -0.054 -1.012 -0.5733
O 0.028 3.525 1.932 0.016 0.033 0.351 0.0351
N 0.068 1.325 1.387 -1.624 -0.456 1.844 0.0046
H 0.504 0.560 0.906 0.171 0.024 0.032 0.0764
H -1.146 -0.090 2.262 -0.271 -0.471 0.326 0.0511
H 1.940 3.428 -0.057 -0.073 0.235 0.110 0.0707
H -0.849 1.375 3.277 -0.671 0.165 0.162 0.0786
H -1.968 1.405 1.748 -0.127 -0.027 1.146 0.0881
H 2.904 2.680 1.243 -1.070 0.626 0.479 0.0853
H 2.136 1.707 0.170 -0.441 -0.261 -0.453 0.0484
```
Positions in Å, forces in eV/Å.

[4]
The following is a DFT calculation (ωB97M-V/def2-TZVPD) of 2 unconnected molecules or ions with the total composition C6H14N2O2 in a non-equilibrium geometry.

Output
HOMO: -0.356 hartree
total energy: -497.0340 Eh
SMILES: CNC(C)=O.CNC(C)=O
Kohn-Sham gap: 10.189 eV
total charge: 0
energy relative to the best compared isomer or geometry (same formula, charge and spin): 14.7 kcal/mol

```
24
Properties=species:S:1:pos:R:3:forces:R:3:lowdin_charge:R:1
C -0.517 -1.917 1.942 0.564 -1.375 0.336 -0.0074
C 0.253 1.778 1.901 0.206 0.364 -0.206 -0.0845
C -0.629 -0.472 2.283 -0.059 0.765 0.250 -0.5373
O -1.420 -0.026 3.090 0.030 -0.173 -0.367 0.0744
N 0.241 0.363 1.599 0.127 -0.413 0.192 -0.0334
H -0.566 -2.165 0.881 -0.242 0.333 -0.033 0.0754
H 1.137 -0.054 1.403 0.090 -0.053 -0.048 0.1230
H 0.307 2.016 2.963 -0.166 -0.194 0.078 0.0864
H 0.437 -2.352 2.278 0.054 0.440 -0.047 0.0909
H -1.242 -2.503 2.502 -0.335 0.230 -0.168 0.0855
H 1.112 2.238 1.417 0.065 -0.090 -0.077 0.0856
H -0.630 2.229 1.464 -0.226 0.179 0.176 0.0781
C 1.203 -1.454 -1.818 0.376 -0.104 0.412 -0.0838
C -0.952 1.654 -2.080 -0.095 -0.426 0.019 0.0091
C -0.193 0.421 -2.510 0.158 -0.220 0.295 -0.5554
O -0.205 -0.002 -3.652 0.014 0.184 -0.082 0.0458
N 0.488 -0.231 -1.530 0.221 -0.223 0.122 0.0027
H 0.457 0.043 -0.560 -0.384 0.333 -0.255 0.0770
H 2.153 -1.272 -2.321 -0.142 0.012 -0.321 0.0863
H -1.103 1.690 -1.003 0.152 0.130 0.046 0.0603
H 1.464 -1.942 -0.880 -0.082 0.045 0.179 0.0697
H 0.595 -2.154 -2.374 -0.087 -0.017 -0.368 0.0841
H -0.469 2.555 -2.446 0.068 0.050 0.017 0.0856
H -1.920 1.559 -2.550 -0.308 0.225 -0.153 0.0821
```
Positions in Å, forces in eV/Å.

[5]
The following is a DFT calculation (ωB97M-V/def2-TZVPD) of 2 unconnected molecules or ions with the total composition C6H14N2O2 in a non-equilibrium geometry.

Output
HOMO: -0.330 hartree
total energy: -497.0247 Eh
SMILES: CNC(C)=O.CNC(C)=O
Kohn-Sham gap: 9.547 eV
total charge: 0
energy relative to the best compared isomer or geometry (same formula, charge and spin): 20.6 kcal/mol

```
24
Properties=species:S:1:pos:R:3:forces:R:3:lowdin_charge:R:1
C 2.080 2.824 0.038 0.597 -0.503 -0.239 0.0029
C 2.443 -0.792 -1.108 1.345 0.363 0.263 -0.0564
C 1.786 1.420 -0.439 -0.430 -0.384 -0.842 -0.5173
O 0.622 1.074 -0.615 0.241 0.046 0.135 -0.0020
N 2.855 0.584 -0.750 -2.196 1.421 0.492 0.0093
H 2.277 3.483 -0.839 -0.151 -0.373 0.829 0.1055
H 3.706 0.995 -0.396 0.471 -1.121 -0.297 0.1245
H 3.130 -1.244 -1.816 0.315 0.155 -0.064 0.0730
H 1.277 3.177 0.679 -0.228 0.082 -0.396 0.0839
H 2.940 2.727 0.686 0.611 0.546 0.037 0.0678
H 2.461 -1.432 -0.201 -0.691 0.286 -0.623 0.0967
H 1.497 -0.650 -1.644 0.108 -0.503 0.685 0.0802
C -1.189 -2.400 -0.469 1.646 0.745 -0.489 -0.0738
C -2.429 0.685 1.333 1.635 0.792 -0.626 -0.0053
C -2.337 -0.750 0.875 -0.092 0.252 0.107 -0.5685
O -3.035 -1.621 1.367 -0.036 -0.120 -0.063 0.0272
N -1.411 -1.003 -0.088 -1.158 -1.025 0.528 0.0162
H -0.763 -0.287 -0.378 0.040 -0.051 -0.042 0.0727
H -2.028 -3.084 -0.472 -0.385 0.539 0.255 0.0802
H -0.775 -2.335 -1.472 -0.062 -0.336 -0.283 0.0705
H -1.753 1.318 0.712 -0.539 -0.322 0.226 0.0672
H -0.380 -2.821 0.141 -0.279 -0.169 0.122 0.0801
H -3.427 1.106 1.268 -0.109 -0.259 0.321 0.0785
H -1.973 0.751 2.332 -0.651 -0.060 -0.036 0.0869
```
Positions in Å, forces in eV/Å.

- What is the Kohn-Sham gap in the first record?
  7.600 eV